Here is C22H57F3O29P5SZn as an isolated structure at a distorted geometry from the Open Molecules 2025 dataset. Energies are from the ωB97M-V functional and the def2-TZVPD basis.

The geometry in XYZ format:
```
118
C22H57F3O29P5SZn, DFT the ωB97M-V functional and the def2-TZVPD basis
Zn 5.13608 -4.23336 -0.34733
S 2.79961 -1.69390 0.18057
P 2.32314 -6.36160 -0.63239
P 6.19175 3.10927 2.72637
P -0.36506 3.86678 -1.72947
P -3.05813 -2.65649 2.84901
P 5.62161 -4.51894 3.01733
F 4.32554 -0.28345 1.72257
F 2.28171 0.41277 1.88584
F 2.81257 -1.39926 2.90697
O -4.31706 -2.12301 1.98682
O -1.16178 2.97681 -2.81205
O 4.62242 -5.25104 4.06606
O 3.09113 -0.81442 -0.93856
O -1.44769 4.22713 -0.50249
O 5.49912 2.17391 3.86308
O 4.75367 -3.52162 -2.27773
O 1.56025 -6.60520 -2.04251
O 3.50544 -5.45764 -0.59440
O -2.43711 -3.92228 2.37892
O 5.40023 2.83133 1.33265
O 3.45699 4.47475 -3.64896
O 2.65552 2.37380 -4.24900
O 0.28733 5.05722 -2.29490
O 5.29103 -4.74681 1.56880
O -2.05824 -1.37246 2.93160
O -3.65127 -2.81500 4.34785
O 3.21850 -2.97895 -3.93388
O 3.67383 -2.86701 0.25435
O 5.52745 -3.00709 3.47351
O 5.17402 -3.68504 -4.49958
O 6.14964 4.56602 3.04434
O 1.15790 -5.90917 0.37264
O 0.64321 2.76446 -1.09528
O 2.68649 -7.89995 -0.13689
O 1.42801 -2.07892 0.04119
O 2.18219 4.11026 -5.47995
O 7.63393 2.41418 2.60906
O 7.08569 -4.90644 3.50733
C 4.43197 -3.36007 -3.46833
C 2.16553 -2.70798 -3.04967
C 7.97934 -5.79118 2.78037
C 1.34109 -5.27540 1.58623
C -2.35623 5.28054 -0.53018
C -0.96693 3.16802 -4.21303
C 1.86503 5.44397 -5.76172
C 1.62715 -8.76674 0.14136
C 6.03685 2.66255 0.04079
C 6.41101 -4.34670 -4.34289
C 6.69414 -2.27882 3.80562
C -0.65210 -1.46132 3.09996
C 7.59993 1.04266 2.11317
C 4.13633 2.03972 4.13953
C 3.24999 1.67395 -3.07108
C 2.79369 3.73291 -4.35670
C 0.21191 1.50446 -0.67240
C -4.70971 -3.75732 4.44266
C 4.90135 -5.22840 5.48702
C -5.02627 -0.94656 2.44875
C 3.02807 -0.67461 1.82122
C 2.29234 -7.37528 -3.05937
H 9.00480 -5.63171 3.11369
H 1.63660 -9.09518 1.18065
H 1.61366 -9.71671 -0.39293
H 8.32936 0.85615 1.32499
H 0.56284 -4.55438 1.83635
H 7.41306 -2.68749 4.51573
H 6.65063 0.59849 1.81378
H 3.36221 -7.49624 -2.88952
H 7.78477 -6.81827 3.08912
H 2.27282 -3.04002 -2.01704
H 2.02980 -1.63742 -2.89613
H 1.07820 0.90802 -0.38620
H -5.63245 -3.22522 4.67403
H -2.38497 5.86828 -1.44769
H 1.31009 -5.90762 2.47360
H 1.03573 5.70950 -5.10609
H 5.59005 3.33580 -0.69078
H 4.09052 -4.69726 5.98555
H -0.27445 -1.34874 2.08369
H 1.26682 -3.18111 -3.44537
H 2.08400 -6.87876 -4.00709
H 2.71258 1.81093 -2.13272
H -4.97783 -4.32078 3.54896
H -0.28974 -0.63618 3.71309
H -0.32924 1.07628 -1.51615
H 3.83511 2.63235 5.00334
H 6.42157 -5.21966 -3.69026
H -0.05097 2.81599 -4.68758
H 3.60018 2.35532 3.24452
H 1.84827 -8.35746 -3.22130
H -4.50335 -0.25338 3.10767
H -5.90111 -1.25163 3.02291
H 6.38715 -1.34159 4.26978
H -2.06864 5.96291 0.26967
H 6.72917 -4.88794 -5.23391
H -5.28723 -0.34284 1.57954
H 7.11035 2.84918 0.07033
H -0.36069 -2.42624 3.51482
H 4.87154 -6.21122 5.95744
H -3.39168 4.99453 -0.34542
H -4.53555 -4.43550 5.27803
H 1.67789 5.55042 -6.83024
H 2.76158 6.04901 -5.62661
H 4.28772 2.00354 -3.02012
H 2.17350 -4.57169 1.58292
H -1.81162 2.65824 -4.67643
H 7.86065 -5.77529 1.69696
H 7.32554 -2.01159 2.95825
H 5.82436 1.63738 -0.26248
H -1.10663 4.21682 -4.47494
H -0.44994 1.46495 0.19275
H 8.00270 0.51131 2.97546
H 3.82278 0.99971 4.22976
H 3.15674 0.59941 -3.22840
H 5.73090 -4.62025 5.84770
H 7.17704 -3.60488 -4.11709
H 0.67192 -8.30899 -0.11576
```

Summary:
**Orbital gap (alpha / beta)**: 6.96 / 2.36 eV
**Charge**: +2
**Spin multiplicity**: 2

Atom charges from the Löwdin analysis, given in e for atoms 1 to 99:
1. Zn 0.934
2. S 0.504
3. P 0.554
4. P 0.574
5. P 0.500
6. P 0.448
7. P 0.505
8. F 0.076
9. F 0.159
10. F 0.157
11. O -0.211
12. O -0.225
13. O -0.188
14. O -0.308
15. O -0.228
16. O -0.149
17. O 0.031
18. O -0.197
19. O -0.256
20. O -0.248
21. O -0.142
22. O 0.105
23. O -0.024
24. O -0.220
25. O -0.248
26. O -0.229
27. O -0.221
28. O 0.058
29. O -0.370
30. O -0.182
31. O 0.056
32. O 0.086
33. O -0.170
34. O -0.225
35. O -0.213
36. O -0.269
37. O -0.028
38. O -0.165
39. O -0.219
40. C -0.474
41. C -0.034
42. C -0.038
43. C -0.102
44. C -0.138
45. C -0.086
46. C -0.037
47. C -0.125
48. C -0.014
49. C -0.027
50. C -0.102
51. C -0.103
52. C -0.072
53. C -0.063
54. C -0.001
55. C -0.572
56. C -0.117
57. C -0.122
58. C -0.066
59. C -0.086
60. C -0.622
61. C -0.053
62. H 0.102
63. H 0.099
64. H 0.096
65. H 0.110
66. H 0.089
67. H 0.099
68. H 0.074
69. H 0.089
70. H 0.099
71. H 0.059
72. H 0.088
73. H 0.056
74. H 0.085
75. H 0.090
76. H 0.106
77. H 0.096
78. H 0.116
79. H 0.095
80. H 0.073
81. H 0.119
82. H 0.095
83. H 0.067
84. H 0.092
85. H 0.088
86. H 0.094
87. H 0.119
88. H 0.095
89. H 0.081
90. H 0.091
91. H 0.097
92. H 0.086
93. H 0.087
94. H 0.094
95. H 0.091
96. H 0.108
97. H 0.093
98. H 0.104
99. H 0.085

=====

Here is a 11-piece molecular cluster, C22H57N2O12S overall at a distorted geometry from the Open Molecules 2025 dataset. Energies are from the ωB97M-V functional and the def2-TZVPD basis.

The geometry in XYZ format:
```
94
C22H57N2O12S, DFT the ωB97M-V functional and the def2-TZVPD basis
S -1.87302 2.88318 0.22186
O 2.57394 -6.15634 2.41530
O -4.14012 -3.19668 1.28373
O -1.65620 -5.70249 -1.32934
O 3.60740 -2.46513 4.70074
O -0.31703 6.16650 0.48971
O 4.62155 -7.54514 5.33004
O -0.37644 2.98600 2.90244
O -0.03140 4.06221 -3.55217
O -2.13716 2.26008 1.69126
O -1.91574 -1.64460 -3.61786
O 2.52555 6.24660 -6.14306
O 0.18682 8.34655 -4.01950
N -0.23952 0.85570 -2.70692
N -2.28503 -0.60771 -0.30107
C 3.60533 -3.85625 4.37191
C 3.66942 5.47163 -6.49432
C -1.51897 6.92548 0.63061
C -0.82619 8.59437 -3.05619
C -0.75140 0.65011 2.88219
C -0.98641 2.05166 2.54565
C 0.95875 5.10005 -3.72742
C -2.87985 -2.68266 -3.77912
C 4.18215 -7.80903 6.65969
C -1.62561 -1.57330 3.23993
C 0.54556 0.20805 3.14550
C 0.34216 1.26302 -0.33279
C -3.00484 0.40823 -0.13031
C -0.17794 2.70491 -0.25636
C 0.85463 0.91279 -1.71923
C -0.27860 -5.53639 -1.66434
C 2.73133 -7.56903 2.57126
C -2.70359 1.68824 -0.85985
C -0.32707 -2.01507 3.46571
C -5.43370 -2.92267 0.74440
C 0.75289 -1.13206 3.43354
C -1.83683 -0.23500 2.94107
H 0.38200 9.17675 -4.46254
H -1.03960 7.64838 -2.56393
H -1.95636 7.03608 -0.35638
H 1.81331 4.66048 -4.22697
H -0.10022 0.03334 -3.27701
H -0.78729 4.46468 -3.11602
H -2.90120 -2.96269 -4.82879
H -2.63316 -1.38881 0.25437
H -2.47466 -2.23764 3.26674
H -2.06173 1.53142 -1.72964
H 3.78395 -7.84886 2.50167
H 0.56341 5.90463 -4.33954
H -3.87243 -2.33005 -3.48347
H -3.87486 0.40713 0.52132
H 2.15650 -8.11483 1.81995
H 2.90408 -5.92074 1.54437
H 1.35318 0.92114 3.09715
H 1.75628 -1.46835 3.63525
H -0.16500 -5.35497 -2.73584
H -6.21485 -3.39965 1.33883
H -2.83224 0.13526 2.76059
H 0.44627 3.36808 0.32989
H 0.06614 6.07769 1.36766
H -1.30951 7.91658 1.03644
H 3.82837 -4.46027 5.25579
H -3.63747 2.16622 -1.13912
H 3.99870 -6.92960 4.93362
H 3.18830 -8.26481 6.66372
H -0.12367 -3.05381 3.67608
H 4.88852 -8.50344 7.10560
H 1.64567 1.61063 -1.99921
H -5.58223 -1.84528 0.77071
H 0.28977 -6.42516 -1.38011
H 0.10159 -4.67917 -1.11482
H 4.11811 5.11254 -5.57102
H -2.23351 6.41353 1.28063
H 4.33745 -4.07099 3.59156
H 2.13021 6.56492 -6.95899
H -1.98002 -6.46205 -1.82085
H -0.14398 1.67325 -3.30163
H 3.39019 4.61255 -7.10988
H -0.49254 9.31542 -2.30524
H -0.40078 0.54014 -0.01874
H 1.33714 -0.05655 -1.63361
H 4.48335 -2.23894 5.02423
H 2.36003 -7.83348 3.55762
H -5.50710 -3.26620 -0.28984
H -2.61163 -3.55508 -3.17651
H -0.17865 3.12896 -1.26783
H 2.61736 -4.11596 4.00536
H -4.01111 -4.14934 1.25697
H 4.40551 6.07460 -7.03053
H -1.74194 8.96155 -3.52700
H 1.16083 1.15297 0.37606
H 1.26957 5.49511 -2.75648
H 4.16116 -6.89403 7.25751
H -1.90405 -1.40912 -2.68485
```

Summary:
**Orbital gap**: 8.96 eV
**Charge**: +1

In elementary charge units, the Löwdin charges are:
1. S 1.210
2. O -0.137
3. O -0.142
4. O -0.139
5. O -0.136
6. O -0.142
7. O -0.134
8. O 0.200
9. O -0.148
10. O -0.285
11. O -0.146
12. O -0.135
13. O -0.125
14. N 0.029
15. N 0.163
16. C -0.148
17. C -0.153
18. C -0.145
19. C -0.153
20. C -0.161
21. C -0.434
22. C -0.114
23. C -0.143
24. C -0.150
25. C -0.048
26. C -0.001
27. C -0.214
28. C -0.266
29. C -0.308
30. C -0.242
31. C -0.156
32. C -0.143
33. C -0.258
34. C -0.034
35. C -0.141
36. C -0.031
37. C -0.023
38. H 0.081
39. H 0.056
40. H 0.065
41. H 0.067
42. H 0.068
43. H 0.062
44. H 0.080
45. H 0.058
46. H 0.101
47. H 0.076
48. H 0.083
49. H 0.060
50. H 0.074
51. H 0.118
52. H 0.078
53. H 0.076
54. H 0.126
55. H 0.087
56. H 0.077
57. H 0.082
58. H 0.112
59. H 0.099
60. H 0.077
61. H 0.085
62. H 0.075
63. H 0.098
64. H 0.035
65. H 0.076
66. H 0.110
67. H 0.079
68. H 0.119
69. H 0.068
70. H 0.074
71. H 0.074
72. H 0.074
73. H 0.076
74. H 0.082
75. H 0.079
76. H 0.073
77. H 0.059
78. H 0.078
79. H 0.082
80. H 0.073
81. H 0.119
82. H 0.078
83. H 0.074
84. H 0.080
85. H 0.065
86. H 0.086
87. H 0.058
88. H 0.082
89. H 0.077
90. H 0.081
91. H 0.115
92. H 0.085
93. H 0.074
94. H 0.025

=====

Number 1: energy -196957.44193 eV. Number 2: energy -62112.08783 eV.